# C69H128N18O27

16 unconnected molecules or ions with the total composition C69H128N18O27 in a non-equilibrium geometry (the ωB97M-V functional and the def2-TZVPD basis, the Open Molecules 2025 dataset).

Geometry as ORCA input:
```
! wB97M-V def2-TZVPD RIJCOSX def2/J DEFGRID3
* xyz 0 1
O 3.4387 1.4493 2.1255
O -1.6730 -4.8008 3.2658
O 3.3388 -3.2305 4.6982
O -8.4599 -0.3555 -4.0014
O -7.5417 1.5875 -3.4761
O 1.7104 0.0273 8.6139
O 0.0634 0.4070 9.9457
O -9.2666 0.8871 -2.5315
O -3.7882 1.9317 -5.5391
O 2.6219 1.5242 4.1368
O -2.7807 -2.4717 -5.8002
O 0.3234 -0.4814 -2.5269
O -3.4166 -3.8486 4.2704
O 1.9434 -0.1643 10.7210
O -1.2283 3.3565 2.9330
O 4.3155 -4.8410 5.8019
O -2.2539 5.1600 3.6324
O -1.7081 -4.3016 -6.1917
O -2.1822 -2.7654 2.9027
O 1.4651 -0.9228 -0.7183
O -2.1783 2.9655 -6.5601
O -3.3184 -4.3118 -4.8323
O 4.7174 -4.5523 3.6522
O -2.7557 3.6244 -4.5822
O 2.4674 -0.7484 -2.6069
O 4.8166 1.3466 3.8064
O -2.8862 3.1774 4.3265
N -2.9213 2.8585 -5.5442
N -2.1634 3.8946 3.6488
N -1.2374 0.4682 2.5945
N -2.0762 -1.7945 8.9517
N 0.9961 1.1803 -6.0436
N 0.7778 4.8327 0.3622
N 1.5638 -5.5744 4.3835
N -7.9027 2.0768 -7.1886
N -2.4561 -3.8341 3.4642
N -4.7098 -0.8087 -3.2953
N -8.4015 0.6857 -3.3558
N 1.2275 0.1187 9.7648
N 1.4118 -0.7383 -1.9650
N 6.8118 -0.2378 6.7004
N 4.1358 -4.1604 4.7333
N 4.4836 -1.7529 0.8275
N 3.6099 1.4776 3.3527
N -2.6108 -3.7417 -5.6384
C -0.7724 -1.9721 9.2147
C -1.7456 5.5782 0.2761
C -0.0580 -1.1024 -6.5314
C 7.1763 0.4397 5.4650
C 1.0606 -4.4121 3.9753
C 5.7645 -1.9404 1.5306
C -1.8028 -3.1469 6.9820
C 8.0218 -0.5128 7.5462
C -2.5610 0.7889 2.4351
C 3.9861 -3.0089 0.0541
C 0.9539 -3.0632 -7.9909
C 1.2728 -0.3058 -6.2006
C -2.5664 -2.3495 7.8035
C -3.1845 -0.1367 -1.0766
C 1.0738 -5.1236 6.6496
C -6.7673 2.6930 -6.3802
C -0.4322 -3.2304 7.2779
C -3.5882 -1.4807 -2.9868
C 6.1496 -2.0641 8.0409
C -3.1320 0.6623 1.1893
C 3.8947 2.1536 7.1545
C 4.4585 -5.9856 -1.6551
C 0.4857 -3.5948 4.9526
C -9.2959 4.0518 -7.3800
C 0.6543 1.8452 -7.3318
C -6.7552 -1.5479 -7.6360
C 0.3965 -3.9819 6.2617
C 3.9022 -4.5264 -2.0221
C -4.3447 0.5578 -1.3823
C 6.2285 -1.6265 6.5625
C 0.4111 2.4428 -4.0918
C -8.4813 3.9141 -8.6856
C -2.4266 0.2076 0.1463
C 1.6963 3.0325 -4.7367
C -5.3820 -1.1073 -4.6296
C 0.1092 -2.6960 8.4341
C 6.7937 -1.7680 0.4391
C 4.7320 -0.5194 -0.0480
C 2.2213 1.8521 -5.5337
C -0.6809 0.6391 3.9253
C 6.1965 -0.6561 -0.4965
C 0.0200 -1.8016 -7.9485
C -2.9615 5.5130 -0.6757
C 5.8924 0.6309 7.4895
C -0.1088 1.3196 -4.9827
C 1.6045 -5.9121 5.6983
C -0.4294 5.3720 -0.5487
C -2.8166 -0.6628 9.7493
C -2.8333 -1.1835 -1.8792
C 0.9996 5.6648 1.5288
C -7.9657 0.5556 -7.0237
C 4.4497 0.7183 7.0173
C -6.7685 -0.0583 -7.7473
C 2.1955 -6.4697 3.4007
C 0.5195 3.3864 0.6677
C -0.4771 0.0155 1.5835
C 4.5609 -3.3093 -1.3414
C -5.5648 -2.1814 -8.3812
C 7.5129 -1.5956 8.5946
C -1.0845 -0.1086 0.3294
C 2.7216 3.4602 -0.0695
C -9.1939 2.6909 -6.7238
C 1.5478 2.4978 -0.1431
C 3.4315 -1.4544 1.8756
C -5.0743 0.2520 -2.5029
C -7.7229 2.5520 -8.6485
C -3.2706 4.1639 -1.2547
C 4.4618 3.2708 6.2117
C 1.9932 4.7634 -0.4915
H -0.4497 3.1480 0.3405
H 4.4364 -2.4541 -1.9540
H -5.4986 -3.2736 -8.1673
H -8.2206 1.7766 -9.3177
H -5.9558 0.7500 -2.8430
H -9.1874 2.6517 -5.6300
H 5.6475 -3.5576 -1.1542
H 5.2732 -1.6970 8.5684
H 6.4117 1.6060 7.4701
H 7.6873 -1.3658 0.8326
H 1.1224 6.6828 1.2059
H 1.4281 3.8944 -5.3686
H -1.1209 1.5214 4.3363
H -3.8113 5.9106 -0.0105
H -8.8568 0.1572 -7.4923
H 4.0785 2.4531 8.1750
H 5.2893 -6.1716 -2.3276
H -7.0783 3.7553 -6.2405
H 2.8157 -4.5042 -1.9655
H -1.8598 -1.6053 -1.7492
H -4.1522 3.7527 -0.7177
H 1.8112 5.1961 2.1533
H -0.3861 3.1795 -3.8290
H -4.8011 -0.5823 -5.3886
H 3.5455 3.3764 -0.7780
H 4.2890 -4.3971 -3.0570
H 1.1870 -5.3924 7.6690
H -2.4203 3.4724 -1.3202
H 2.5242 -1.2447 1.2893
H 2.3917 3.3616 -4.0086
H -1.8648 4.8256 1.1178
H -7.6937 -1.9782 -8.0831
H 1.1329 -2.6897 8.6949
H -2.5544 -0.8323 10.7708
H 3.9947 -0.5445 -0.8787
H -3.6545 -2.3368 7.6462
H -7.8098 4.7666 -8.7389
H 2.9178 -2.7621 -0.1267
H -0.0241 -2.7044 4.6361
H 1.2087 -4.0937 2.9172
H 4.5442 0.3544 0.5851
H 0.5982 -0.2783 1.8097
H -4.2104 0.7635 1.1637
H 7.8278 1.2681 5.7257
H 1.6308 4.6865 -1.5127
H -5.8107 0.1900 -7.2731
H -0.3677 -1.8693 -5.7848
H 2.7913 1.1414 -4.9493
H 8.7659 -0.9942 6.8751
H 1.6419 -0.5189 -5.2092
H 4.7613 2.9087 5.2419
H 5.9220 0.3256 8.5246
H -1.0143 1.5600 -5.4855
H 3.7594 4.0907 6.0442
H -10.4163 4.2444 -7.5102
H -2.9498 6.2599 -1.4265
H 1.8025 1.6964 0.5568
H -3.5482 4.2226 -2.2867
H 7.0446 -2.0983 6.0701
H 7.7254 -0.3215 4.8784
H -8.8495 4.8171 -6.6932
H 3.8663 -0.0518 7.5691
H -1.6831 6.5762 0.7492
H 4.0990 -3.7926 0.8358
H 6.0982 -3.1363 8.1565
H 5.2788 3.8008 6.7413
H 3.3326 -2.2696 2.5776
H 2.7684 2.0000 7.1356
H -7.9091 0.2943 -5.9874
H -0.1537 0.3829 -4.4812
H -2.3946 0.2553 9.3453
H -0.4099 -1.3367 10.0475
H 6.3229 0.8548 4.8988
H 0.6675 -3.8839 -7.3477
H 2.9065 2.1892 -6.3346
H 5.7697 -2.8795 2.1468
H -6.6420 2.5505 -8.9098
H -5.5807 -2.1609 -9.4618
H 3.1844 -6.0589 3.0990
H -0.0362 6.2467 -1.0670
H -6.7142 -1.8093 -6.5626
H -0.7045 4.5477 -1.1719
H -10.0334 2.0595 -7.0400
H 0.1048 5.6640 2.1683
H 0.3672 2.8720 -7.1023
H -2.2571 -3.5799 6.0361
H 1.4976 -6.5621 2.5693
H 2.6513 5.6291 -0.3726
H -0.8826 -0.4259 -6.6052
H -6.3256 -0.6200 -4.6250
H -2.9760 1.2276 3.3165
H 6.1193 -1.0901 -1.4636
H 3.8210 -0.5633 2.3912
H -4.5918 -1.8081 -8.1318
H 1.9127 -2.7328 -7.6016
H 7.5017 -1.1454 9.5979
H 0.3997 0.7280 3.8539
H 1.0683 -3.5379 -8.9672
H 2.1495 -6.8099 5.8418
H -4.7170 1.4134 -0.8213
H -0.8473 -0.2953 4.5294
H 4.5065 0.5027 5.9670
H 5.8527 -1.1347 2.2834
H 1.2804 2.2575 -1.2154
H 8.3713 0.4313 7.9433
H -0.9610 -2.1118 -8.2007
H 4.6790 -6.0755 -0.5218
H 2.2014 -7.5144 3.7640
H 2.0769 -0.3648 -6.9046
H 3.1542 3.4617 0.9189
H 8.2838 -2.3999 8.6553
H 3.6858 -6.6758 -1.9174
H -6.6428 0.2455 -8.7911
H -5.8448 2.7526 -6.9616
H 7.0789 -2.7038 -0.0418
H 0.3911 -1.1034 -8.6770
H -3.3598 -2.2321 -3.7556
H 0.6805 3.1861 1.7394
H -9.1171 3.9646 -9.5834
H -0.2806 1.4500 -7.6988
H 6.7760 0.2514 -0.7018
H 1.4967 1.7345 -8.0276
H -0.4965 -0.4175 -0.5277
H -3.8793 -0.8066 9.5801
H -5.2925 -2.1379 -4.8708
H 0.6444 1.9739 -3.1163
H 5.3142 -1.6103 6.0001
H -6.6945 2.1479 -5.4341
*
```

Calculated values
E_HOMO = -7.50 eV
Lowest unoccupied orbital energy = -1.12 eV
Energy above the lowest of the compared OMol25 structures with the same formula, charge and spin = 0.3677 eV
Largest force on an atom = 0.0666 Eh/bohr
Frontier orbital gap = 6.38 eV